# 1
Below is a 10-piece molecular cluster, C42H111N7O17 overall in a non-equilibrium geometry, with properties calculated with wB97M-V/def2-TZVPD.

Positions of all 177 atoms, in Å:
C (2.38375, 0.99208, 4.35837)
C (2.02515, 2.33469, 5.07440)
C (0.87522, 2.23767, 6.06244)
O (-0.18835, 1.84337, 5.22731)
C (-1.39294, 1.87761, 5.97900)
N (3.20884, 2.87234, 5.66837)
H (2.78461, 0.20947, 5.00251)
H (3.11408, 1.12772, 3.56068)
H (1.59102, 0.50450, 3.79096)
H (1.89225, 3.10488, 4.31463)
H (0.68105, 3.24641, 6.42689)
H (1.16317, 1.63615, 6.92462)
H (-2.12784, 1.44851, 5.29788)
H (-1.74125, 2.82826, 6.38279)
H (-1.43663, 1.16086, 6.79904)
H (3.84907, 3.29579, 5.01194)
H (3.00101, 3.67739, 6.24178)
C (1.78098, -4.75370, -0.91673)
C (3.08627, -3.99618, -0.49080)
C (4.37773, -4.83608, -0.54261)
O (4.19289, -5.94462, 0.37750)
C (4.58074, -5.70027, 1.74019)
N (3.23204, -2.67310, -1.05313)
H (0.91831, -4.09606, -0.80997)
H (1.60418, -5.60894, -0.26449)
H (1.84457, -5.29791, -1.85902)
H (2.87780, -3.75431, 0.55138)
H (5.31182, -4.31370, -0.33598)
H (4.52288, -5.24063, -1.54430)
H (4.08921, -4.77724, 2.04761)
H (5.66093, -5.83402, 1.79849)
H (4.02941, -6.42297, 2.34173)
H (2.29709, -2.30538, -1.15687)
H (3.57737, -2.71483, -2.00134)
C (8.04577, -0.53019, 4.40491)
C (6.69914, -0.04072, 3.77911)
C (6.58397, -0.37917, 2.28172)
O (5.61507, 0.46076, 1.62773)
C (5.12912, -0.03775, 0.40750)
N (5.61406, -0.55280, 4.63233)
H (8.94633, -0.18874, 3.89452)
H (8.16688, -1.61342, 4.39902)
H (8.03415, -0.07907, 5.39710)
H (6.63789, 1.04223, 3.67166)
H (6.27473, -1.42050, 2.19170)
H (7.55682, -0.31114, 1.79485)
H (5.97345, -0.32989, -0.21688)
H (4.56299, 0.72553, -0.12636)
H (4.44496, -0.87592, 0.53981)
H (5.72313, -1.53688, 4.83183)
H (4.86307, -0.33541, 3.99291)
C (1.12048, -0.21192, 0.47537)
C (-0.18920, -0.78166, -0.15797)
O (0.21045, -1.50688, -1.37507)
O (1.74224, 0.80975, -0.27604)
H (1.72851, -1.06259, 0.78322)
H (0.80796, 0.14223, 1.45771)
H (-0.95845, -0.06220, -0.43855)
H (-0.66988, -1.50898, 0.49627)
H (0.38136, -0.80365, -2.00582)
H (1.11841, 1.53943, -0.27479)
C (1.63694, 0.66708, -4.32218)
C (2.93193, 0.33317, -3.55723)
O (3.12521, 1.19682, -2.40988)
O (0.50544, 0.26058, -3.63020)
H (1.57518, 0.08808, -5.24360)
H (1.49596, 1.72441, -4.54640)
H (3.72861, 0.37724, -4.29984)
H (2.94393, -0.68127, -3.15865)
H (2.57200, 0.94819, -1.66574)
H (-0.14873, 0.15055, -4.32415)
C (3.66279, 3.31193, 1.67497)
C (4.18761, 3.78892, 0.34726)
O (4.30521, 5.21829, 0.22946)
O (4.71282, 2.98543, 2.56777)
H (3.13548, 2.38364, 1.45516)
H (2.96698, 3.99696, 2.15942)
H (3.59104, 3.39159, -0.47390)
H (5.12255, 3.24559, 0.21019)
H (5.00440, 5.49300, 0.82718)
H (5.01892, 2.09844, 2.36493)
C (-7.08689, 2.44473, -3.34554)
O (-7.85323, 2.06489, -2.18147)
C (-8.74970, 1.00691, -2.47074)
C (-8.26674, -0.36734, -2.94884)
N (-7.65275, -1.20777, -1.91599)
C (-6.67307, -0.58709, -1.01295)
C (-5.80464, -1.50279, -0.18390)
O (-4.95179, -2.46727, -0.98299)
C (-3.71173, -2.69158, -0.37544)
H (-6.35901, 1.71023, -3.69021)
H (-6.49265, 3.34826, -3.20918)
H (-7.77354, 2.68766, -4.15646)
H (-9.42349, 1.34585, -3.25765)
H (-9.30147, 0.80650, -1.55232)
H (-7.50036, -0.15534, -3.69437)
H (-9.06817, -0.87260, -3.48784)
H (-7.18756, -1.99844, -2.33852)
H (-7.22858, 0.13313, -0.41229)
H (-6.03098, 0.01614, -1.65479)
H (-6.41572, -2.06738, 0.52031)
H (-5.15407, -0.89011, 0.44019)
H (-3.32012, -3.56034, -0.90459)
H (-3.66647, -2.96671, 0.67829)
H (-3.05264, -1.82613, -0.44397)
C (-3.47616, 2.92274, -2.86485)
O (-2.39308, 2.79087, -1.99862)
C (-1.24021, 3.47013, -2.53324)
C (-0.00776, 2.95887, -1.63394)
N (-0.20983, 3.03796, -0.16405)
C (0.32272, 4.28863, 0.43303)
C (0.10287, 4.32927, 1.97885)
O (-1.15069, 4.96252, 2.38030)
C (-1.39397, 4.81721, 3.78737)
H (-4.01394, 1.97494, -2.84062)
H (-3.15697, 2.97027, -3.90599)
H (-4.05512, 3.78877, -2.54407)
H (-1.38053, 4.55078, -2.50873)
H (-0.94525, 3.17675, -3.54072)
H (0.94363, 3.37666, -1.96321)
H (-0.01186, 1.90593, -1.91572)
H (-1.21765, 3.10206, -0.18111)
H (0.04477, 5.27824, 0.07039)
H (1.38969, 4.24713, 0.21403)
H (0.93622, 4.77956, 2.51818)
H (0.10395, 3.31708, 2.38326)
H (-0.49996, 5.08881, 4.34870)
H (-1.67953, 3.77970, 3.96094)
H (-2.27825, 5.39830, 4.04901)
C (-1.51825, 1.30090, -6.33860)
O (-1.15321, 0.04537, -5.78474)
C (-2.23069, -0.52794, -5.02600)
C (-1.74055, -1.90357, -4.43643)
N (-1.22121, -2.76787, -5.47481)
C (-0.41580, -3.83682, -4.86702)
C (1.03189, -3.44666, -4.69905)
O (1.50524, -2.66747, -5.71975)
C (1.75214, -3.33228, -6.97024)
H (-0.63968, 1.57954, -6.92047)
H (-1.70667, 2.04149, -5.56133)
H (-2.37289, 1.23298, -7.01171)
H (-3.03530, -0.73137, -5.73262)
H (-2.50104, 0.12541, -4.19646)
H (-2.67999, -2.29994, -4.05115)
H (-1.08576, -1.75286, -3.57815)
H (-0.60501, -2.11451, -5.93690)
H (-0.41725, -4.69673, -5.53684)
H (-0.92104, -4.25272, -3.99533)
H (1.66610, -4.26001, -4.34642)
H (1.10609, -2.76724, -3.84995)
H (2.35407, -4.20603, -6.72059)
H (2.30383, -2.71395, -7.67833)
H (0.86576, -3.76587, -7.43331)
C (-2.71677, -4.71801, 3.44442)
O (-2.44308, -3.28304, 3.52110)
C (-1.04901, -2.97519, 3.38325)
C (-0.81869, -1.59485, 4.07967)
N (-1.09304, -0.33772, 3.29769)
C (-2.47382, -0.29644, 2.78847)
C (-2.81723, 1.04998, 2.06472)
O (-4.14690, 1.07509, 1.57602)
C (-4.48530, 2.22836, 0.82629)
H (-1.96273, -5.28540, 3.98992)
H (-2.74372, -5.06959, 2.41302)
H (-3.68870, -5.12596, 3.72193)
H (-0.73700, -3.03393, 2.34051)
H (-0.47464, -3.59586, 4.07097)
H (0.18132, -1.51919, 4.50669)
H (-1.46383, -1.55377, 4.95729)
H (-0.87454, 0.42602, 3.92145)
H (-3.12832, -0.50385, 3.63505)
H (-2.73334, -1.11375, 2.11558)
H (-2.14606, 1.05036, 1.20586)
H (-2.65628, 1.85776, 2.77866)
H (-5.56597, 2.37059, 0.81952)
H (-4.14311, 2.15848, -0.20624)
H (-4.07182, 3.13462, 1.26881)

Atomic forces in eV per Å
C -0.3 -0.1 -0.3
C 1.3 -0.3 -1.5
C 1.5 1.1 -1.7
O -1.1 0.0 1.9
C -1.0 -1.4 -0.7
N 1.7 0.3 2.1
H 0.1 0.3 0.5
H 0.4 0.5 0.3
H -0.7 0.3 0.3
H -1.7 -0.4 -0.6
H -0.1 0.2 0.2
H -0.5 -0.7 -0.1
H -0.5 0.5 -0.1
H 0.4 0.4 -0.4
H 0.7 -0.1 0.3
H 0.1 -0.6 -0.7
H -0.4 0.0 0.5
C 1.0 -0.7 0.4
C -0.6 -0.3 0.7
C -1.0 -0.7 0.8
O 0.3 0.1 -0.6
C -1.3 -0.3 -1.3
N 0.2 0.2 -0.8
H 0.1 0.1 -0.5
H 0.1 0.1 0.6
H 0.0 0.7 -0.6
H 0.3 -0.4 0.5
H -0.2 0.5 0.4
H -0.2 -0.4 0.0
H 1.0 0.6 0.2
H -0.1 0.5 0.6
H 0.4 -0.5 -0.1
H -0.3 0.4 0.0
H 0.3 -0.1 -0.3
C -0.5 1.1 -0.6
C 1.5 -0.8 -0.5
C -0.4 -0.9 0.1
O 0.3 0.2 1.2
C 0.0 -0.2 -0.5
N 0.4 1.5 -1.1
H -0.2 0.4 -0.2
H -0.5 -0.1 0.3
H 0.3 -0.5 0.2
H 0.2 0.4 1.1
H -0.2 -0.3 -0.2
H 0.1 0.3 -0.2
H 0.0 -0.2 -0.2
H 0.2 0.2 0.2
H 0.1 -0.3 0.1
H -0.2 -0.2 -0.4
H -1.2 -0.7 0.7
C -2.4 -0.3 1.3
C 1.8 -0.8 -1.2
O -0.8 0.2 1.2
O 0.2 -1.2 0.4
H 0.7 0.2 -1.0
H -0.1 0.6 0.1
H 0.2 0.5 0.1
H 0.3 0.0 0.2
H 0.2 0.2 -0.8
H -0.4 0.6 0.4
C 0.9 -0.6 -0.3
C -1.0 0.8 0.9
O 1.1 0.4 -2.2
O -1.0 -0.4 1.8
H 0.8 0.1 -0.5
H 0.8 0.3 -0.1
H 0.4 0.5 0.5
H -0.4 -0.3 -0.4
H -0.4 -0.7 0.2
H -0.5 -0.1 -0.1
C 0.1 -1.1 -0.1
C 0.1 0.3 -0.2
O -0.1 -0.9 -0.2
O -0.1 1.0 0.8
H -0.5 -0.1 0.0
H 0.2 0.2 -0.1
H -0.4 0.5 -0.1
H 0.5 0.4 0.0
H 0.1 0.1 0.1
H 0.2 -0.4 -0.3
C -0.5 0.4 -0.1
O 1.2 -0.8 -0.7
C -0.6 0.2 0.3
C 0.0 0.9 0.6
N 2.3 1.3 -1.4
C -0.7 -0.2 0.3
C 1.1 -1.7 -0.3
O -2.9 2.2 1.1
C 1.2 -0.5 0.0
H -0.1 -0.5 0.1
H -0.3 0.0 0.8
H -0.1 -0.2 -0.2
H -0.3 0.0 0.0
H -0.3 0.4 0.0
H 0.6 -0.5 -0.2
H 0.0 -0.3 0.3
H -0.5 -1.4 0.1
H 0.2 0.1 0.3
H 0.1 0.3 -0.5
H -0.1 -0.3 -0.1
H 0.1 0.3 -0.2
H 0.4 0.3 -0.1
H -0.9 -0.1 0.3
H 0.1 0.1 -0.4
C -0.2 -0.5 -0.1
O 1.5 0.1 -0.8
C 1.9 -0.4 2.1
C -1.3 0.1 -0.9
N -0.4 1.3 -1.2
C 0.5 -0.2 1.5
C -0.7 -0.4 0.1
O 0.8 -0.1 -0.5
C -0.2 -0.5 -1.2
H -0.6 0.1 0.4
H 0.0 0.5 -0.1
H -0.4 0.0 -0.4
H -0.1 0.1 0.1
H -0.5 -0.2 -0.2
H 0.0 0.2 0.0
H 0.3 -0.1 0.1
H -0.5 -0.3 1.0
H -0.8 -0.2 -0.6
H 0.2 0.0 0.4
H 0.1 0.6 -0.2
H -0.1 -0.5 -0.2
H -0.1 0.1 0.3
H 0.3 -0.2 0.4
H 0.3 0.4 -0.1
C 0.9 -0.3 -0.3
O -0.8 0.1 0.5
C 1.4 -1.6 -0.2
C -1.7 1.3 -0.1
N 0.0 0.5 0.8
C -0.3 -1.0 -1.5
C -0.4 0.7 2.7
O 0.8 0.8 -2.3
C 0.2 -1.0 0.9
H -0.2 0.4 0.0
H -0.1 0.1 0.1
H -0.2 -0.2 0.0
H -0.4 0.2 0.2
H -0.3 0.2 0.0
H -0.1 -0.4 0.3
H 0.2 0.1 0.0
H 0.5 -0.5 -0.7
H -0.2 -0.1 -0.4
H 0.3 0.4 0.4
H 0.2 -0.6 -0.7
H -0.2 0.2 0.3
H 0.4 -0.1 -0.2
H -0.2 0.3 0.4
H -0.4 0.5 -0.1
C 0.7 0.2 -0.8
O -0.8 -1.6 0.0
C -0.6 1.4 1.6
C -0.7 1.1 -0.8
N 0.2 -1.6 -1.0
C -0.6 0.6 0.6
C 0.6 -1.4 0.3
O -0.6 -0.5 0.3
C 0.2 0.1 0.2
H 0.1 0.1 0.0
H 0.8 0.2 -0.5
H -0.3 1.3 1.0
H 0.3 0.0 0.0
H 0.1 -0.7 -0.5
H 0.2 -0.1 -0.5
H -0.4 -0.5 0.2
H -0.1 0.3 -0.1
H -0.7 0.4 0.2
H 0.6 -0.1 -0.3
H 0.4 0.7 0.0
H 0.2 0.4 -0.3
H -0.1 -0.3 0.1
H 0.2 0.0 -0.1
H 0.2 0.1 0.1

Its charge is +1. For the electronic energy, the calculation gives -90572.8648 eV. The orbital gap (alpha / beta) is 7.187 / 2.191 eV. The spin multiplicity is 2. Its maximum force is 3.7 eV/A.

***

# 2
Below is a 2-piece molecular cluster, C5H9N2 overall in a non-equilibrium geometry, with properties calculated with wB97M-V/def2-TZVPD.

Positions of all 16 atoms, in Å:
C (-1.75430, 1.21439, -0.11549)
C (-1.85275, -1.03850, -0.04092)
C (1.75449, 0.69137, 0.34761)
C (1.90241, -0.77328, 0.24527)
C (-1.14165, 0.06861, -0.62164)
N (-1.48948, 0.11037, 0.75394)
N (1.21098, -0.01088, -0.75352)
H (-1.11351, 2.10481, 0.19675)
H (-2.75694, 1.40211, -0.73834)
H (-2.88180, -1.16594, -0.39782)
H (-1.32044, -1.89800, 0.50055)
H (0.92442, 0.80806, 1.08721)
H (2.60743, 1.46309, 0.38551)
H (2.80770, -1.29668, -0.22113)
H (1.36176, -1.41801, 0.98958)
H (1.74166, -0.26153, -1.61757)

Atomic forces in eV per Å
C -1.7 5.0 -1.7
C 0.0 -3.0 1.2
C 1.3 1.3 2.1
C 1.5 -2.6 0.9
C 4.0 -1.9 0.4
N 0.0 0.2 -0.1
N -2.5 -1.1 -2.2
H -1.2 -1.1 -0.8
H 1.7 0.0 2.1
H 0.2 -0.3 0.2
H -0.9 0.9 -1.8
H 0.8 0.8 -0.6
H -1.6 -1.4 -0.6
H -1.1 1.0 1.2
H 0.3 0.7 -1.0
H -0.9 1.5 0.5

Its charge is +1. For the electronic energy, the calculation gives -8297.0164 eV. The orbital gap is 9.029 eV. The spin multiplicity is 1. Its maximum force is 5.5 eV/A.

***

# 3
Below is an isolated ion of composition C7H10N5 and charge +1 in a non-equilibrium geometry, with properties calculated with wB97M-V/def2-TZVPD.

Positions of all 22 atoms, in Å:
N (-0.24024, -2.28483, 0.92854)
C (-0.36159, -0.95059, 1.00810)
N (-1.40587, -0.27206, 0.42621)
C (-1.70121, -0.45521, -0.98809)
C (-2.56226, 0.55337, -1.31669)
N (-2.88974, 1.27028, -0.16283)
C (-2.21333, 0.79228, 0.77786)
N (1.08345, -0.19139, 0.29458)
C (1.50248, -0.08728, -1.03230)
C (2.42670, 0.83064, -1.12830)
N (2.57131, 1.41806, 0.08176)
C (1.78389, 0.76114, 0.90323)
H (0.25871, -2.70417, 1.63722)
H (-0.21617, -2.57984, 0.01639)
H (-0.21098, -0.55037, 2.02394)
H (-1.37412, -1.37819, -1.30590)
H (-3.04846, 0.76014, -2.25339)
H (-2.13355, 1.27692, 1.77422)
H (0.99857, -0.67633, -1.91372)
H (3.02153, 1.22567, -1.85894)
H (3.17227, 2.18071, 0.16559)
H (1.53863, 1.06105, 1.92251)

Atomic forces in eV per Å
N -1.7 1.9 0.1
C 1.2 2.3 2.2
N -1.5 -0.4 -3.5
C -0.6 2.0 2.7
C 0.1 -1.2 0.7
N -0.8 0.8 -2.2
C 2.1 0.4 3.3
N 0.7 1.3 -0.6
C -3.4 -3.9 -2.3
C 0.7 1.2 0.2
N -0.6 -1.5 -0.3
C -1.8 0.1 2.6
H 1.4 -1.3 1.2
H 0.2 -1.9 -2.1
H 0.0 -0.4 -0.3
H 0.5 -1.4 -1.8
H 0.0 0.0 -0.1
H -0.2 -0.7 -0.7
H 1.3 1.1 2.2
H 1.0 0.4 -2.3
H 0.9 1.3 1.1
H 0.5 -0.1 -0.2

As for the SMILES: N[C@H](n1ccnc1)n1cc[nH+]c1. Its charge is +1. For the electronic energy, the calculation gives -14863.5751 eV. The orbital gap is 9.963 eV. The spin multiplicity is 1. Its maximum force is 5.6 eV/A.

***

Q: maximum force of number 1 (C42H111N7O17)?
A: 3.7 eV/A

***

Q: Which value of maximum force does entry 2 give?
A: 5.5 eV/A

***

Q: Which formula does entry 1 have?
A: C42H111N7O17